*1*
22
Properties=species:S:1:pos:R:3 method="wB97M-V/def2-TZVPD" homo_ev=-12.1 lumo_ev=-7.37 orbital_gap_ev=4.7 charge=+1
C -0.1609 -0.5834 -0.1366
O -1.3161 0.3024 -0.0016
C 0.1251 -1.2886 1.1641
C 1.3610 -2.0744 1.0501
C 1.6506 -3.0888 2.0829
S -0.7491 2.3079 -2.3679
C -1.7589 3.7565 -2.7396
N 0.4902 0.0064 2.0880
H 0.6562 0.1231 -0.4694
H -0.3509 -1.2420 -1.0210
H -1.4503 0.6242 -0.9075
H -0.7657 -1.5885 1.7201
H 1.6775 -4.1680 1.8852
H 2.0251 -1.4419 0.4603
H 0.9713 -2.9145 2.9227
H 2.6195 -2.8180 2.5656
H -1.2573 4.6416 -2.3198
H -1.5624 4.0173 -3.7844
H -2.8146 3.6946 -2.4266
H 1.0426 0.7353 1.5185
H -1.7522 1.5198 -3.7457
H 1.3193 -0.5209 2.4623

*2*
22
Properties=species:S:1:pos:R:3 method="wB97M-V/def2-TZVPD" homo_ev=-13.0 lumo_ev=-3.51 orbital_gap_ev=9.5 charge=+1
C -0.6374 -0.1931 -2.8437
C 0.3127 0.1646 -1.6933
S 0.2240 1.8688 -0.9849
C -1.4397 1.8896 -0.2495
H -0.6169 -1.2771 -2.9842
H -0.3582 0.4140 -3.7374
H -1.7041 0.0972 -2.6367
H 1.3787 0.0219 -1.9859
H 0.0549 -0.4384 -0.8153
H -1.8864 0.8890 -0.2891
H -1.3341 2.2055 0.8021
H -2.0813 2.6322 -0.7017
O 1.5568 -0.9665 3.5788
C 1.6888 -1.5864 2.5650
C 0.8413 -1.2686 1.3593
N 0.1334 0.0649 1.5857
H 2.4113 -2.4503 2.4920
H 1.4774 -1.0381 0.5214
H 0.0853 -2.0232 1.1566
H -0.8627 -0.0480 1.4368
H 0.3104 0.3336 2.5628
H 0.4457 0.7083 0.8611

Most favorable first, least favorable last: *2*, *1*